[1]
The following is a quantum chemistry calculation of C12H10O2 in the gas phase at a distorted geometry, from the OMol25 dataset.

Structure (XYZ):
```
24
Properties=species:S:1:pos:R:3:forces:R:3:lowdin_charge:R:1
C 2.899122 1.741090 -4.088711 -5.069 -0.967 4.608 0.0559
C 1.908843 1.266132 -3.237333 5.861 1.067 -6.406 -0.0696
C 0.774665 0.129442 -3.220624 -0.295 0.584 -0.233 -0.1893
O -0.208533 0.095401 -2.080751 3.116 -1.599 0.930 -0.1451
C 0.277101 -0.425907 -0.782444 3.044 2.728 0.062 -0.1502
C 1.749655 -0.565252 -0.511273 -5.782 -2.034 4.772 0.0186
C 2.032010 -1.002389 0.887011 -0.039 0.127 -0.382 -0.0544
C 1.153530 -0.741376 1.936569 -1.484 -0.145 -7.445 -0.0290
C -0.183998 -0.404906 1.606609 0.262 0.429 1.553 -0.2034
O -0.803055 -0.173855 2.873948 3.072 -2.921 -1.426 -0.0701
C -1.868275 0.565841 2.706943 0.541 7.511 1.012 -0.3633
C -2.975082 -0.064235 2.182050 -4.111 -0.564 -1.098 -0.1395
C -4.021991 -0.332802 1.633472 2.475 0.169 1.323 0.1556
C -0.713610 -0.208179 0.295103 1.514 0.246 -2.990 0.0409
H 3.661688 2.516967 -4.691057 -2.544 -2.580 2.178 0.0908
H 1.089394 -0.884675 -3.745889 -0.142 1.770 2.112 0.1607
H 0.102164 0.515511 -3.966346 -0.278 0.288 -0.386 0.0877
H 2.593188 -0.567289 -1.060838 1.976 -0.010 -2.865 0.0393
H 2.916935 -1.647198 1.267571 -0.820 1.763 -1.440 0.1323
H 1.442525 -1.024533 2.827192 0.856 -1.080 4.690 0.0590
H -1.983309 1.286913 3.760903 -0.288 -2.158 -3.041 0.2079
H -1.483205 1.300813 1.812013 -1.672 -0.405 2.093 0.1655
H -4.827589 -0.910793 1.388550 -1.766 -0.726 -0.784 0.0056
H -1.610911 0.297150 -0.381911 1.574 -1.494 3.162 0.1940
```
Positions in Å, forces in eV/Å.

Summary:
Kohn-Sham gap: 8.8 eV
relative energy (zero: lowest compared OMol25 entry of this formula, charge and spin): 11.801 eV
structure (SMILES): C#CCOc1cccc(OCC#C)c1
HOMO energy: -8.6 eV
maximum force: 8.75 eV Å⁻¹



[2]
The following is a quantum chemistry calculation of 10 unconnected molecules or ions with the total composition C32H64Br4O12 at a distorted geometry, from the OMol25 dataset.

Structure (XYZ):
```
112
Properties=species:S:1:pos:R:3:forces:R:3:lowdin_charge:R:1
C -4.049637 -3.996083 -4.148792 -1.225 0.177 1.214 -0.0706
C -2.762356 -3.248930 -3.986070 0.522 -0.321 -0.298 -0.2255
O -3.031549 -1.848194 -3.917475 -1.265 0.044 0.115 -0.0047
C -2.033304 -1.051344 -3.543061 0.645 0.270 -0.775 -0.5603
C -2.472116 0.376640 -3.341604 -0.027 -0.194 -0.031 0.0369
O -0.907756 -1.469629 -3.460309 0.541 0.143 0.429 0.0645
H -3.997746 -5.054833 -3.889552 0.606 -0.180 -0.735 0.0899
H -4.565894 -3.806313 -5.085482 0.095 -0.170 -0.086 0.0858
H -4.702349 -3.699780 -3.312689 -0.046 0.189 -1.050 0.0359
H -2.274527 -3.546702 -3.056648 0.272 0.024 -0.155 0.1090
H -2.112261 -3.428374 -4.844890 0.266 -0.034 0.236 0.1277
H -1.796451 1.121946 -3.755603 0.405 -0.374 -0.042 0.0678
H -2.483676 0.519875 -2.260191 -0.387 0.089 -0.125 0.0573
H -3.433939 0.533081 -3.824025 -0.214 -0.024 0.406 0.0899
C 0.575318 -3.646507 0.418756 0.445 -0.382 0.502 -0.0412
C -0.924024 -3.881501 0.473952 0.018 0.862 0.057 -0.2057
O -1.168036 -5.262371 0.713995 0.370 -0.476 -0.624 -0.0044
C -2.379408 -5.736266 0.997251 -0.505 -0.637 0.900 -0.5442
C -2.405793 -7.236833 0.819547 0.747 -0.158 0.204 0.0224
O -3.315352 -5.092898 1.395117 0.005 0.589 -0.314 0.1007
H 1.116601 -4.424823 0.962649 -0.232 -0.049 0.152 0.0871
H 0.805118 -2.714228 0.933567 0.138 0.003 -0.295 0.0575
H 1.011770 -3.662128 -0.578711 -0.299 0.228 -0.038 0.0512
H -1.367759 -3.265009 1.259086 -0.080 -0.234 0.121 0.1248
H -1.381976 -3.548762 -0.459113 -0.106 -0.318 0.006 0.0997
H -3.075684 -7.798012 1.464920 -0.520 0.567 -0.069 0.0850
H -1.419295 -7.626487 1.077351 0.097 0.037 -0.480 0.0854
H -2.632747 -7.424446 -0.229726 0.083 -0.244 0.016 0.0901
C -0.038480 4.756109 1.912877 0.139 0.117 0.978 -0.0612
C 1.360052 5.298973 1.709674 -0.944 -0.033 -1.885 -0.2462
O 2.223292 4.979784 2.773898 -0.554 -0.389 0.776 -0.0042
C 3.281089 5.758707 2.979541 1.723 0.393 -0.433 -0.5385
C 4.039547 5.507510 4.265875 0.089 0.286 -0.825 0.0282
O 3.678706 6.566726 2.173153 -0.582 0.000 -0.056 0.0975
H -0.620124 5.118227 1.066822 -0.281 -0.097 0.134 0.0869
H -0.425894 5.138371 2.864111 -0.265 0.150 -0.243 0.0797
H -0.122925 3.672063 1.989208 0.281 -0.073 -0.259 0.0508
H 1.683627 4.903142 0.738313 0.657 -0.163 0.344 0.1306
H 1.261464 6.367620 1.509627 0.414 0.124 0.571 0.1256
H 4.489106 4.515734 4.268938 -0.737 -0.298 0.363 0.0595
H 3.379935 5.776886 5.087915 0.284 -0.409 0.338 0.0883
H 4.913204 6.152625 4.205155 -0.253 0.399 0.259 0.0864
C 7.632095 2.334115 0.150814 -1.134 0.429 -0.561 -0.0603
C 6.912192 2.054049 1.453625 1.346 0.991 1.375 -0.2359
O 5.520865 1.965941 1.206496 0.016 -0.271 -0.645 0.0118
C 4.649069 2.137582 2.186213 -0.840 -0.338 0.401 -0.5330
C 3.245515 1.764350 1.801681 -0.033 -0.472 -0.190 0.0354
O 4.877727 2.557065 3.294117 0.807 -0.043 -0.034 0.0885
H 7.278560 3.323620 -0.160526 -0.005 -0.028 -0.025 0.0824
H 7.280834 1.674391 -0.643771 0.460 -0.278 0.056 0.0769
H 8.710823 2.446937 0.192368 0.065 -0.545 0.295 0.0786
H 7.223462 1.219289 2.088663 0.033 -0.470 -0.683 0.1285
H 7.164103 2.897646 2.111329 -0.574 0.095 -0.028 0.1208
H 3.091355 1.631015 0.731119 -0.066 0.823 -0.086 0.0803
H 2.654469 2.501552 2.340207 -0.540 -0.026 -0.530 0.0786
H 2.954233 0.771254 2.156876 0.443 0.072 0.557 0.0784
C 0.576937 -0.190768 0.031329 -0.504 -0.661 -0.049 -0.0054
C -0.187422 1.056011 -0.320251 0.942 0.398 -0.869 -0.4543
C -1.534791 1.382261 0.236329 -0.592 0.001 -0.022 -0.0291
O 0.303615 1.768278 -1.179478 -0.316 0.270 0.251 0.0425
H 1.368247 -0.330236 -0.702454 0.089 0.153 0.076 0.0429
H -0.101593 -1.046785 -0.062899 -0.014 0.157 0.157 0.0648
H 1.010157 -0.209146 1.032603 -0.205 0.185 0.094 0.0652
H -1.534476 2.291976 0.834621 0.344 -0.096 0.208 0.0656
H -1.961117 0.566434 0.810978 0.009 0.056 0.070 0.0560
H -2.184014 1.635684 -0.606007 0.053 -0.187 -0.015 0.0792
C -4.348614 -1.473014 0.840179 0.467 -0.238 -0.830 -0.0037
C -3.698359 -2.095420 -0.380617 0.740 0.177 0.375 -0.4544
C -4.333128 -3.295064 -1.022179 -0.550 0.491 0.278 -0.0150
O -2.669701 -1.627779 -0.828861 -0.028 0.027 -0.106 0.0442
H -5.418903 -1.507344 0.638915 -0.122 0.252 0.649 0.0918
H -3.928780 -0.479447 0.972320 -0.373 0.186 -0.141 0.0359
H -4.050171 -2.017269 1.737516 -0.391 -0.371 -0.069 0.0954
H -4.813871 -2.948700 -1.943289 -0.066 0.217 0.570 0.0734
H -5.090242 -3.697654 -0.352888 0.074 -0.361 -0.137 0.0916
H -3.596114 -4.030892 -1.331550 0.040 -0.048 0.259 0.0794
C 2.342983 -3.468614 -2.891426 0.046 -1.218 -1.106 -0.0271
C 2.686118 -3.119207 -4.313544 0.013 1.727 -0.635 -0.5109
C 1.546723 -3.067185 -5.322234 -0.099 0.137 0.227 -0.0226
O 3.810758 -2.821373 -4.652063 -0.059 -0.307 0.132 0.0438
H 3.059603 -4.280646 -2.731694 -0.213 -0.004 0.742 0.0963
H 1.326712 -3.859975 -2.950260 -0.017 0.023 0.706 0.0731
H 2.470829 -2.670863 -2.167927 0.033 0.158 -0.163 0.0551
H 1.338076 -4.090137 -5.644774 -0.112 0.047 -0.131 0.0901
H 1.796530 -2.434606 -6.172069 0.318 -0.305 -0.122 0.0734
H 0.637887 -2.636732 -4.893533 0.037 -0.231 0.252 0.0530
C 0.485196 0.414715 4.321010 0.153 -0.453 0.677 -0.0121
C -0.568336 1.440756 4.089326 -0.938 -0.161 -0.260 -0.4980
C -0.706153 2.526376 5.131563 0.019 -0.182 -0.033 -0.0120
O -1.373030 1.292076 3.190231 0.602 0.471 0.125 -0.0364
H 1.211498 0.774618 5.049416 0.303 -0.189 -0.283 0.0851
H 0.915656 0.012602 3.407801 0.154 0.331 -0.072 0.0629
H -0.025840 -0.441705 4.776207 -0.013 0.070 0.100 0.0996
H -1.084866 2.050918 6.041975 0.033 -0.053 0.005 0.0952
H -1.427600 3.283218 4.835963 0.106 0.040 -0.129 0.0749
H 0.265883 2.946921 5.386890 -0.036 0.172 -0.079 0.0834
Br 0.392025 0.831268 -6.064713 -0.059 0.116 -0.048 0.6761
C 2.065474 0.619767 -5.151252 1.008 -0.048 1.740 -0.6859
C 1.923120 0.796775 -3.629223 -1.422 0.540 -0.249 -0.6998
Br 3.490178 0.241713 -2.639000 -0.043 -0.040 -0.198 0.6889
H 2.780161 1.386069 -5.438455 -0.103 -0.176 -0.714 0.0596
H 2.449413 -0.380770 -5.323514 0.001 0.066 -0.429 0.0212
H 1.028928 0.306970 -3.245383 0.336 -0.579 0.054 0.0212
H 1.738078 1.832233 -3.353642 0.320 0.113 -0.148 0.0467
Br -4.402246 1.197464 3.511711 -0.238 0.130 -0.024 0.6804
C -4.895716 2.412111 2.055513 0.209 -0.196 0.312 -0.6676
C -4.951045 3.828625 2.581330 -0.832 -0.285 0.458 -0.7204
Br -5.210927 5.055837 1.112067 0.113 0.130 -0.127 0.6333
H -5.877449 2.049249 1.772487 -0.021 0.232 -0.257 0.0515
H -4.191908 2.278801 1.239480 0.122 -0.037 0.111 0.0346
H -4.123330 4.154348 3.202055 0.346 -0.146 -0.382 0.0483
H -5.844111 3.914884 3.198792 0.042 0.121 -0.005 0.0527
```
Positions in Å, forces in eV/Å.

Summary:
Kohn-Sham gap: 9.6 eV
relative energy (zero: lowest compared OMol25 entry of this formula, charge and spin): 0.000 eV
structure (SMILES): CCOC(C)=O.CCOC(C)=O.CCOC(C)=O.CCOC(C)=O.CC(C)=O.CC(C)=O.CC(C)=O.CC(C)=O.BrCCBr.BrCCBr
HOMO energy: -9.3 eV
maximum force: 2.16 eV Å⁻¹



[3]
The following is a quantum chemistry calculation of a molecular structure, C34H44FN3O6Pd at a distorted geometry, from the OMol25 dataset.

Structure (XYZ):
```
89
Properties=species:S:1:pos:R:3:forces:R:3:lowdin_charge:R:1
Pd 0.683499 0.520644 1.320744 0.135 -0.068 0.501 1.1728
C 2.298214 -3.544035 -4.491199 -0.074 0.072 0.002 -0.0383
C 1.302225 -2.372595 -4.511448 0.067 -0.084 -0.090 -0.5563
C 1.555940 -1.499991 -5.750909 -0.019 -0.035 0.084 -0.0383
C -0.112391 -2.949935 -4.606439 0.132 0.089 0.046 -0.0643
C 1.502427 -1.527022 -3.260372 -1.002 -0.153 0.235 -0.1486
C 0.496515 -1.319311 -2.351643 0.292 -0.354 -0.897 0.0470
C 0.736404 -0.542979 -1.205937 -0.037 0.507 0.575 -0.1454
N -0.154606 -0.203146 -0.239900 -0.015 -0.638 -0.492 0.0246
C -1.483792 -0.429752 -0.101045 0.473 0.381 0.480 -0.1415
C -2.387114 -0.879863 -1.079068 -0.843 -0.311 -0.298 0.0450
C -3.700628 -1.094919 -0.750514 0.688 -0.067 -0.642 -0.1478
C -4.135481 -0.795993 0.569004 0.288 0.170 0.499 0.0549
C -3.328589 -0.305272 1.562547 -0.480 -0.165 0.003 -0.0699
C -1.947467 -0.118463 1.239491 0.630 0.352 -0.047 -0.2216
O -1.096919 0.331572 2.091512 -1.296 -0.349 0.415 -0.1200
C -3.873382 0.078167 2.937559 0.020 0.113 0.104 -0.5337
C -3.174479 -0.718453 4.054122 -0.006 0.038 -0.164 -0.0329
C -5.373753 -0.203085 3.038588 0.076 0.035 -0.031 -0.0681
C -3.656703 1.589534 3.150490 0.037 -0.132 -0.007 -0.0275
C -4.707744 -1.638909 -1.754729 -0.114 -0.003 -0.040 -0.5566
C -5.315897 -2.934944 -1.192430 0.051 0.071 -0.040 -0.0390
C -4.061935 -1.961756 -3.104323 -0.048 0.050 0.126 -0.0642
C -5.822426 -0.604950 -1.978104 0.073 -0.060 0.016 -0.0373
C 2.067366 -0.032493 -0.928345 -0.355 0.326 0.585 -0.2291
O 2.271847 0.584230 0.183254 1.041 -0.337 -0.878 -0.1245
C 3.095287 -0.208904 -1.905418 0.300 -0.193 -0.500 -0.0712
C 2.769742 -0.933947 -3.024426 0.296 0.334 0.511 0.0547
C 4.493926 0.368369 -1.694220 0.057 0.088 0.097 -0.5356
C 5.143823 -0.253841 -0.443476 -0.134 0.029 -0.109 -0.0317
C 5.407427 0.073398 -2.885241 -0.070 0.027 0.046 -0.0678
C 4.395802 1.895496 -1.530487 -0.023 -0.094 0.052 -0.0322
H 2.174295 -4.153415 -5.388075 0.022 -0.010 -0.005 0.0875
H 2.123791 -4.174805 -3.617684 0.032 -0.018 -0.009 0.0933
H 3.330758 -3.194383 -4.460349 0.011 -0.031 -0.004 0.0787
H 1.396247 -2.084283 -6.658685 0.018 0.001 -0.012 0.0876
H 2.578107 -1.120065 -5.770114 -0.008 0.022 -0.035 0.0793
H 0.873127 -0.648499 -5.763014 0.015 0.008 -0.031 0.0930
H -0.198053 -3.552878 -5.510906 0.001 0.000 -0.005 0.0889
H -0.861729 -2.157227 -4.661825 -0.039 -0.029 0.015 0.0835
H -0.332564 -3.594451 -3.753112 -0.058 -0.002 -0.007 0.0895
H -0.465352 -1.777830 -2.496539 0.076 -0.045 -0.005 0.0811
H -2.057659 -1.004437 -2.096141 -0.056 -0.022 0.061 0.0856
H -5.181733 -0.943035 0.796465 0.019 -0.014 -0.047 0.0969
H -3.315793 -1.791689 3.906905 0.001 0.007 0.016 0.0911
H -3.605689 -0.446383 5.019300 -0.013 -0.001 -0.012 0.0869
H -2.110557 -0.507136 4.084480 0.101 -0.009 0.004 0.0755
H -5.592929 -1.264563 2.901879 -0.047 0.013 0.018 0.0889
H -5.940139 0.377171 2.306807 -0.045 -0.025 0.023 0.0873
H -5.718856 0.086084 4.031294 -0.016 -0.004 0.001 0.0890
H -2.600950 1.847527 3.101953 -0.006 0.039 0.007 0.0759
H -4.037756 1.883096 4.130362 -0.021 -0.006 -0.003 0.0889
H -4.191717 2.159833 2.388079 0.006 0.019 0.020 0.0926
H -4.536432 -3.677484 -1.011647 -0.019 -0.014 0.002 0.0936
H -6.028505 -3.348581 -1.907951 -0.018 -0.014 0.014 0.0875
H -5.844124 -2.759653 -0.254914 -0.012 -0.026 0.005 0.0785
H -3.259278 -2.693629 -2.990558 0.014 0.004 -0.053 0.0834
H -3.664298 -1.063493 -3.581234 0.030 -0.024 -0.024 0.0892
H -4.811729 -2.387409 -3.771926 -0.001 0.003 -0.008 0.0889
H -6.350804 -0.382717 -1.050015 -0.024 0.030 -0.019 0.0796
H -6.548416 -0.989268 -2.696774 -0.023 0.010 0.009 0.0876
H -5.408682 0.326105 -2.369223 -0.024 0.010 0.005 0.0930
H 3.540609 -1.090052 -3.765490 -0.043 -0.014 -0.008 0.0968
H 5.220577 -1.338030 -0.552994 0.017 0.008 0.016 0.0911
H 4.567192 -0.031939 0.448839 -0.031 -0.007 0.090 0.0759
H 6.149201 0.150259 -0.312188 -0.002 -0.001 -0.020 0.0880
H 5.543237 -1.000726 -3.029886 0.042 0.013 -0.033 0.0868
H 6.386995 0.510300 -2.690822 0.009 -0.002 -0.015 0.0891
H 5.021971 0.512663 -3.808145 0.031 -0.016 -0.018 0.0891
H 3.788757 2.156806 -0.666396 0.010 0.046 -0.018 0.0781
H 3.955578 2.350268 -2.420509 0.011 0.008 0.002 0.0917
H 5.393265 2.315139 -1.388267 0.007 -0.001 -0.016 0.0883
F 5.874294 3.252858 4.339800 0.037 0.011 0.039 0.0866
C 4.711410 3.665441 4.859802 -0.045 -0.183 -0.106 -0.1840
C 3.570089 3.033755 4.560822 0.228 0.074 0.050 0.0612
N 2.357910 3.439292 5.061685 -0.025 0.202 0.046 0.0168
C 1.144360 2.683224 4.771945 -0.030 -0.293 -0.032 -0.0317
C 1.132859 2.140880 3.340676 -0.147 0.537 0.058 -0.6752
O 0.752598 2.855066 2.413686 0.011 0.189 0.248 0.0102
O 1.498439 0.921210 3.192956 -0.089 -0.069 -0.288 -0.1305
C 2.254466 4.536454 5.901930 -0.117 -0.115 -0.115 -0.4648
O 1.203778 4.930663 6.360924 0.079 -0.037 0.015 0.0838
N 3.458744 5.150278 6.183310 0.105 -0.002 -0.006 0.2142
C 4.744825 4.803149 5.763827 -0.164 0.040 0.034 -0.4020
O 5.720461 5.408070 6.140865 0.016 -0.010 -0.064 0.1017
H 3.558262 2.170059 3.908757 0.005 0.005 -0.003 0.1473
H 0.304327 3.357827 4.901177 0.003 0.007 -0.015 0.1290
H 1.049772 1.845147 5.464900 0.027 0.054 0.050 0.1370
H 3.396302 5.942586 6.804317 -0.005 0.044 0.045 0.1669
```
Positions in Å, forces in eV/Å.

Summary:
Kohn-Sham gap (alpha / beta): 5.3 / 5.3 eV
relative energy (zero: lowest compared OMol25 entry of this formula, charge and spin): 0.087 eV
HOMO energy (alpha / beta): -8.1 / -8.1 eV
maximum force: 1.40 eV Å⁻¹